[1]
Here is a cluster of 2 separate species, C17H22ClSi in total in a non-equilibrium geometry from OMol25. Energies are from ωB97M-V with the def2-TZVPD basis set.

## Properties
F_max   1.2 eV/Å
Net charge   +1
ΔE to the lowest compared entry with this formula, charge and spin   0.00 kcal per mole
LUMO energy   -5.65 eV
DFT total energy   -1410.47575 hartree
2S+1   1
HOMO-LUMO gap   6.85 eV
HOMO level   -12.51 eV

```
41
Properties=species:S:1:pos:R:3:forces:R:3
H -0.67393 -2.21301 -0.97570 -0.2 -0.4 0.1
Si -1.52555 -3.45447 -1.10759 -0.2 -0.6 -0.9
Cl -2.51944 -3.87620 0.64167 0.1 0.3 0.3
C -2.85395 -3.25852 -2.41442 0.2 0.3 0.3
C -0.57028 -5.01764 -1.51584 0.2 0.5 0.2
H -2.42301 -3.10541 -3.40989 -0.1 -0.1 0.1
H -3.44901 -4.17885 -2.40602 0.1 0.2 -0.1
H -3.50431 -2.41058 -2.17751 0.0 -0.1 -0.1
H -0.04902 -4.94026 -2.47612 -0.1 -0.1 0.1
H 0.16307 -5.24353 -0.73527 -0.1 -0.1 -0.1
H -1.30041 -5.83444 -1.56057 0.2 0.1 0.0
C -2.61494 4.52509 -2.52608 -0.3 0.3 0.1
C -1.70125 3.51878 -1.90767 0.0 -0.5 0.0
C -1.30985 2.37788 -2.62658 0.3 -0.1 -0.1
C -0.48451 1.42824 -2.05486 -0.1 -0.3 0.2
C -0.00076 1.54063 -0.70769 -0.3 0.3 -0.5
C 0.73686 0.44225 -0.17822 0.6 1.0 0.2
C 1.40510 0.30040 1.07391 0.1 -0.5 0.6
C 2.36524 -0.75799 1.21363 -0.3 -0.1 -0.2
C 3.04357 -0.99047 2.39505 0.1 0.0 -0.3
C 2.85904 -0.15368 3.50639 0.0 0.0 -0.4
C 3.61604 -0.39398 4.77052 0.1 0.1 0.4
C 1.94936 0.90621 3.39227 -0.3 0.2 -0.4
C 1.19772 1.09779 2.23802 0.2 0.1 0.1
C -0.31518 2.77021 -0.04963 -0.3 0.0 0.0
C -1.21064 3.67898 -0.60493 0.5 -0.1 0.3
H -2.87892 5.30712 -1.80317 0.0 -0.2 -0.3
H -2.15913 5.00709 -3.40383 0.0 -0.2 0.2
H -3.54115 4.04316 -2.87142 0.2 0.1 0.1
H -1.66107 2.26219 -3.65453 0.2 -0.1 0.3
H -0.18531 0.55378 -2.63649 -0.2 0.2 0.2
H 0.91644 -0.37053 -0.88540 -0.1 0.1 0.1
H 2.56125 -1.39304 0.34765 -0.1 0.1 0.2
H 3.76201 -1.81142 2.47257 -0.3 0.3 -0.1
H 3.39272 0.38390 5.51135 0.1 -0.2 -0.2
H 3.35512 -1.36849 5.20853 0.0 0.2 -0.2
H 4.70120 -0.40543 4.58965 -0.3 0.0 0.0
H 1.84343 1.59644 4.23074 -0.2 -0.3 -0.2
H 0.42228 1.85816 2.24136 0.2 -0.2 0.1
H 0.16001 3.02057 0.89295 -0.3 0.0 -0.2
H -1.51885 4.55909 -0.03685 0.3 -0.2 -0.2
```
Positions in Å, forces in eV/Å.

---

[2]
Here is a structure of composition C17H22IrN3O5S5 in a non-equilibrium geometry from OMol25. Energies are from ωB97M-V with the def2-TZVPD basis set.

## Properties
F_max   2.0 eV/Å
ΔE to the lowest compared entry with this formula, charge and spin   6.24 kcal per mole
LUMO energy   -2.39 eV
DFT total energy   -3296.78843 hartree
2S+1   1
HOMO-LUMO gap   5.71 eV
HOMO level   -8.10 eV

```
53
Properties=species:S:1:pos:R:3:forces:R:3
Ir -0.34948 -0.14797 0.25314 1.2 1.0 1.2
C 1.10685 -1.08057 3.17464 0.0 0.3 -0.1
C 0.12448 -0.01917 3.66977 0.0 0.1 -0.1
S -0.86461 0.85036 2.38816 -0.1 -0.5 -0.3
C -0.06189 2.46655 2.23381 0.0 0.0 0.1
C 1.36054 2.39909 1.73810 0.0 0.0 0.1
S 1.42410 1.57579 0.11656 -0.4 -0.2 -0.1
C 2.98054 0.63746 0.26315 -0.1 -0.1 0.0
C 2.95645 -0.66905 1.04555 -0.1 0.2 0.1
S 2.80938 -0.52336 2.86043 0.0 -0.1 -0.1
H 0.75275 -1.52890 2.24868 0.0 -0.2 0.1
H 1.15797 -1.88748 3.90454 0.0 0.0 0.1
H 0.61511 0.76091 4.25271 0.0 0.0 0.0
H -0.62206 -0.48907 4.30934 0.0 0.0 0.0
H -0.12992 2.96509 3.20185 0.0 0.0 0.0
H -0.70506 3.01400 1.54824 -0.1 0.1 0.0
H 1.98836 1.82999 2.41850 0.0 0.0 0.0
H 1.77483 3.40221 1.63072 -0.1 0.0 -0.1
H 3.69914 1.34658 0.67490 0.0 0.0 0.0
H 3.26236 0.42904 -0.76969 0.0 0.0 0.0
H 3.89918 -1.18415 0.86033 0.0 0.0 0.0
H 2.16571 -1.33232 0.68891 0.0 -0.1 0.0
S 0.07406 -0.64202 -4.30521 0.0 0.0 0.0
C 0.20060 -0.69135 -2.71573 0.0 0.0 -0.1
N 0.29711 -0.73104 -1.53838 -0.1 -0.4 -0.2
O -3.60814 -1.26263 0.46224 0.0 0.0 0.0
C -2.73488 -2.11082 0.55872 0.0 0.2 0.1
C -2.95899 -3.60424 0.64327 0.0 0.0 0.0
C -1.55373 -4.20194 0.59003 -0.1 0.0 0.0
C -0.64605 -2.99589 0.61630 -0.1 0.1 0.1
O 0.56756 -2.98323 0.65928 0.1 0.0 0.0
N -1.39286 -1.83332 0.60950 -0.4 -0.6 -0.5
H -3.60421 -3.91085 -0.17791 0.0 0.0 0.0
H -3.48662 -3.82434 1.57145 0.0 0.0 0.0
H -1.35974 -4.74625 -0.33446 0.0 0.0 0.0
H -1.31624 -4.86827 1.41723 0.0 0.0 0.0
N -1.99144 0.62110 -0.64709 0.2 0.2 -0.1
C -2.16085 2.03767 -0.44096 0.0 0.1 -0.2
C -1.33367 2.91034 -1.13378 0.1 0.0 0.1
C -1.34959 4.25472 -0.79734 0.0 0.0 0.1
C -2.19418 4.70569 0.21122 -0.1 -0.1 -0.1
C -3.09899 3.83334 0.81272 0.1 0.1 0.0
C -3.08606 2.48876 0.49188 0.1 -0.1 0.0
S -2.09526 6.39954 0.80513 0.0 0.1 0.0
O -0.82068 6.85969 0.28629 0.0 0.0 0.0
O -2.13925 6.21004 2.24695 0.0 0.0 0.0
O -3.26972 7.02078 0.23040 0.0 0.0 0.0
H -1.82932 0.41995 -1.63457 -0.1 0.0 0.0
H -2.80366 0.07053 -0.30806 0.0 0.0 0.1
H -0.64356 2.52842 -1.87997 0.0 0.0 0.0
H -0.67872 4.96367 -1.26406 0.0 0.0 0.0
H -3.76533 4.22134 1.57175 0.0 0.0 0.0
H -3.75494 1.78743 0.97600 0.0 0.0 0.0
```
Positions in Å, forces in eV/Å.

---

[3]
Here is an isolated molecule of C17H22N2O3 from OMol25. Energies are from ωB97M-V with the def2-TZVPD basis set.

## Properties
F_max   0.6 eV/Å
ΔE to the lowest compared entry with this formula, charge and spin   20.82 kcal per mole
LUMO energy   0.13 eV
DFT total energy   -996.27984 hartree
2S+1   1
HOMO-LUMO gap   8.54 eV
HOMO level   -8.41 eV

```
44
Properties=species:S:1:pos:R:3:forces:R:3
C -3.12202 -1.65114 -2.93042 -0.1 -0.2 0.2
C -2.95871 -2.38691 -1.60637 0.2 0.2 -0.1
C -1.64001 -2.02163 -0.92930 -0.3 -0.3 0.2
C -1.49448 -2.67410 0.44373 0.4 0.2 -0.2
C -0.17333 -2.30151 1.12462 -0.2 -0.5 0.0
N -0.09824 -0.87691 1.38736 -0.3 0.3 0.3
C 0.63760 -0.00717 0.63585 -0.3 0.5 -0.1
C 0.09840 1.15945 0.12712 0.1 -0.2 0.1
C -1.33248 1.51367 0.24512 -0.3 0.0 -0.2
O -2.01519 1.93046 -0.65192 0.0 -0.1 0.2
O -1.82254 1.29044 1.49280 0.3 0.0 0.1
C -3.19658 1.61616 1.70155 -0.6 0.1 -0.1
C -4.11522 0.48112 1.27040 0.3 0.2 0.0
C 0.87055 2.06833 -0.70792 0.3 -0.1 0.0
O 0.50343 3.14310 -1.13293 -0.1 0.2 -0.1
N 2.13753 1.60778 -1.03592 0.2 0.2 -0.3
C 2.75105 0.51794 -0.49674 -0.1 -0.4 0.3
C 4.08618 0.23204 -0.79801 0.0 0.0 0.0
C 4.72934 -0.81023 -0.17190 -0.1 0.1 0.0
C 4.06199 -1.56398 0.78946 0.0 -0.2 0.1
C 2.73887 -1.31036 1.07153 0.1 0.1 -0.1
C 2.03866 -0.29966 0.40072 0.4 0.1 -0.3
H -2.32341 -1.92165 -3.61774 0.1 0.0 -0.1
H -3.08509 -0.57537 -2.77307 0.0 0.1 0.0
H -4.07365 -1.90055 -3.39367 -0.1 0.0 -0.1
H -2.99615 -3.46572 -1.77618 -0.1 0.0 0.1
H -3.78833 -2.12850 -0.94366 0.0 -0.1 0.1
H -0.80773 -2.33123 -1.56654 0.1 0.1 0.0
H -1.58913 -0.93545 -0.83191 0.1 0.0 -0.1
H -2.32800 -2.37153 1.08275 -0.1 0.0 0.1
H -1.53664 -3.76044 0.33924 -0.1 -0.1 0.1
H -0.09199 -2.84150 2.07560 0.1 0.0 -0.1
H 0.65525 -2.59636 0.47926 -0.1 0.0 0.1
H -0.99413 -0.49132 1.66443 0.2 0.0 0.0
H -3.43093 2.52315 1.13596 0.0 -0.1 0.2
H -3.28265 1.81106 2.77270 0.0 0.0 -0.1
H -3.99850 0.29596 0.20530 0.0 0.0 -0.1
H -3.88409 -0.42910 1.82072 0.0 -0.1 0.1
H -5.14765 0.75601 1.46611 -0.1 0.0 0.0
H 2.66697 2.20837 -1.65611 -0.2 0.0 0.1
H 4.60782 0.85366 -1.51090 0.1 0.1 -0.1
H 5.76151 -1.02396 -0.40453 0.1 0.0 0.0
H 4.58522 -2.34525 1.31882 0.0 -0.1 0.1
H 2.24334 -1.87207 1.84618 -0.1 -0.1 0.0
```
Positions in Å, forces in eV/Å.

---

[4]
Here is an isolated molecule of C17H22N2O3 from OMol25. Energies are from ωB97M-V with the def2-TZVPD basis set.

## Properties
F_max   0.6 eV/Å
ΔE to the lowest compared entry with this formula, charge and spin   29.48 kcal per mole
LUMO energy   0.74 eV
DFT total energy   -996.26605 hartree
2S+1   1
HOMO-LUMO gap   9.08 eV
HOMO level   -8.34 eV

```
44
Properties=species:S:1:pos:R:3:forces:R:3
C 3.28622 -1.10923 -2.83975 0.1 0.0 0.1
C 2.43193 -1.51442 -1.67797 -0.1 -0.1 0.0
C 1.98034 -2.81982 -1.53901 0.0 0.1 0.0
C 1.22382 -3.19275 -0.44264 -0.1 0.1 0.3
C 0.89230 -2.25636 0.52197 0.2 0.0 -0.2
C 1.30265 -0.92668 0.37520 0.0 -0.5 0.0
C 2.08675 -0.57528 -0.71416 0.0 -0.1 0.0
N 0.85261 0.01954 1.31399 0.0 0.2 -0.1
C 0.91068 1.43676 1.01353 0.1 0.3 0.1
C 0.33881 1.84409 -0.34721 0.2 -0.1 0.2
O 1.05793 2.46035 -1.11844 0.3 0.2 0.0
N -0.93373 1.53159 -0.65428 -0.1 0.0 -0.2
C -1.40389 1.92402 -1.97681 0.0 0.4 -0.4
C -2.83560 2.43611 -1.92892 0.1 -0.1 0.0
C -3.78725 1.34668 -1.41623 0.0 0.0 0.0
C -3.01096 0.27081 -0.65536 0.0 0.1 0.0
C -1.89866 0.86397 0.21334 -0.3 -0.2 0.5
C -2.45990 1.80220 1.28961 0.1 -0.2 -0.1
C 0.33060 -0.36874 2.50616 -0.2 -0.3 0.2
O -0.11431 0.41283 3.32284 0.0 -0.1 0.2
C 0.36862 -1.86971 2.75223 0.1 0.1 0.5
O 0.13157 -2.64027 1.59730 -0.1 0.1 -0.4
H 3.10363 -0.07101 -3.10546 0.0 0.1 -0.1
H 4.34046 -1.21044 -2.58057 0.1 0.0 -0.1
H 3.08994 -1.73884 -3.70401 0.0 0.0 -0.1
H 2.22827 -3.55652 -2.28808 0.0 -0.1 -0.1
H 0.87403 -4.20505 -0.31911 0.0 -0.1 0.0
H 2.42392 0.44038 -0.83588 0.0 0.2 0.0
H 0.37987 1.94967 1.81957 0.1 -0.1 -0.1
H 1.95251 1.77617 1.02102 -0.2 0.0 -0.1
H -1.32944 1.06946 -2.65948 0.0 0.1 0.0
H -0.72710 2.70175 -2.33671 -0.1 -0.2 0.0
H -2.87208 3.31214 -1.28014 0.0 0.1 0.0
H -3.12550 2.76067 -2.92860 0.0 0.1 0.0
H -4.54119 1.79110 -0.76625 -0.1 0.0 0.0
H -4.31155 0.87742 -2.24989 -0.1 0.0 0.0
H -3.68739 -0.29949 -0.01758 0.1 -0.1 0.0
H -2.56056 -0.43174 -1.35934 0.0 -0.1 0.0
H -1.40823 0.02466 0.71417 -0.1 0.1 -0.1
H -1.76213 1.91305 2.11442 0.0 0.0 0.1
H -2.67391 2.78547 0.88244 -0.1 0.1 -0.1
H -3.37814 1.38329 1.69281 -0.1 0.0 0.1
H -0.40661 -2.13288 3.47401 0.1 0.2 -0.1
H 1.35304 -2.11731 3.18412 -0.1 0.0 -0.1
```
Positions in Å, forces in eV/Å.

---

[5]
Here is an isolated molecule of C17H22N2O4 in a non-equilibrium geometry from OMol25. Energies are from ωB97M-V with the def2-TZVPD basis set.

## Properties
F_max   1.3 eV/Å
ΔE to the lowest compared entry with this formula, charge and spin   68.37 kcal per mole
LUMO energy   0.58 eV
DFT total energy   -1071.43263 hartree
2S+1   1
HOMO-LUMO gap   8.93 eV
HOMO level   -8.34 eV

```
45
Properties=species:S:1:pos:R:3:forces:R:3
C 3.26722 4.04518 0.43492 0.0 0.0 0.2
C 3.29708 3.59774 1.89736 0.1 0.1 -0.1
C 3.03371 2.14066 2.00250 -0.2 -0.5 0.1
N 3.98746 1.27961 2.21977 0.7 1.1 0.0
O 3.43231 0.04086 2.22979 -0.7 -0.7 -0.1
C 2.11453 0.13458 2.00388 -0.3 0.7 -0.1
C 1.34681 -1.13805 2.00219 0.2 0.0 0.0
C 1.78131 1.46094 1.84553 0.5 -0.5 0.1
C 0.47601 2.10863 1.60178 -0.1 -0.5 0.1
O 0.26950 3.28770 1.81555 0.1 0.4 0.0
N -0.48047 1.26551 1.13970 -0.2 -0.2 0.0
C -1.75845 1.72178 0.65200 -0.2 0.2 -0.1
C -1.85779 1.53758 -0.87327 0.0 -0.1 0.3
C -1.56754 0.10786 -1.23370 0.2 0.1 -0.2
C -0.28523 -0.29363 -1.56011 -0.2 0.1 0.0
C 0.00097 -1.63106 -1.80731 0.0 -0.3 0.0
C -0.99346 -2.58919 -1.73052 -0.1 -0.1 0.0
O -0.82201 -3.92240 -1.94659 -0.4 0.3 0.1
C 0.45501 -4.38005 -2.31325 0.2 -0.1 -0.1
C -2.31002 -2.18885 -1.40256 0.0 -0.2 0.0
O -3.22833 -3.19149 -1.35505 0.5 0.1 -0.1
C -4.56284 -2.86408 -1.06074 -0.2 0.1 0.1
C -2.57365 -0.85401 -1.15543 -0.1 -0.2 0.0
H 2.27592 3.88921 0.01654 -0.1 0.0 -0.1
H 3.99285 3.48455 -0.15072 0.1 0.0 -0.1
H 3.50602 5.10308 0.36672 0.0 0.1 -0.1
H 4.27511 3.80384 2.33279 0.0 0.0 0.1
H 2.52372 4.13349 2.44891 0.1 0.0 0.0
H 1.09264 -1.44178 0.98513 0.0 0.0 0.0
H 0.42976 -1.03411 2.57833 0.0 0.0 0.0
H 1.96415 -1.91591 2.44580 0.0 -0.1 0.0
H -0.21857 0.33811 0.84694 0.1 0.1 0.0
H -1.85091 2.77566 0.92148 -0.1 -0.1 0.0
H -2.55249 1.15086 1.14524 0.0 0.1 0.0
H -2.85947 1.82247 -1.19630 0.0 0.0 -0.1
H -1.13537 2.19715 -1.35618 0.0 0.0 0.0
H 0.50808 0.43609 -1.63510 0.1 0.1 0.0
H 1.01076 -1.90898 -2.06480 0.1 -0.1 0.0
H 0.79322 -3.92594 -3.25064 0.0 0.0 0.0
H 0.35255 -5.45506 -2.45125 0.1 0.1 0.0
H 1.19552 -4.18696 -1.52926 0.0 0.0 0.0
H -5.10956 -3.80493 -1.09555 0.0 0.1 0.0
H -4.98244 -2.17497 -1.80128 0.0 0.0 0.0
H -4.66125 -2.42699 -0.06114 0.0 0.0 0.0
H -3.57237 -0.53475 -0.90209 -0.2 0.0 0.0
```
Positions in Å, forces in eV/Å.